--- A ---
{
  "formula": "C4H9NOS",
  "method": "ωB97M-V/def2-TZVPD",
  "homo_energy_ev": -8.748,
  "lumo_energy_ev": 0.661,
  "orbital_gap_ev": 9.41,
  "symbols": ["C", "C", "C", "C", "N", "O", "S", "H", "H", "H", "H", "H", "H", "H", "H", "H"],
  "coordinates": [[-1.01736, -1.02187, -1.10840], [1.25182, -1.19235, -0.06592], [0.54056, 1.71808, 1.14564], [-0.18166, -1.49920, -0.20600], [-0.64571, 1.20032, 0.36126], [-0.80541, 0.00382, -1.96190], [-1.06650, 1.44173, -1.07539], [-2.16336, -1.18817, -0.93025], [1.86187, -2.02769, -0.30693], [1.68793, -0.33748, -0.58156], [1.57907, -1.30661, 1.03275], [1.24869, 2.03164, 0.38212], [0.22196, 2.65563, 1.72333], [0.63258, 0.81617, 1.89059], [-0.74470, -2.22784, 0.52308], [-2.39977, 0.93381, -0.82243]]
}

--- B ---
{
  "formula": "C4H9NOS",
  "method": "ωB97M-V/def2-TZVPD",
  "homo_energy_ev": -9.254,
  "lumo_energy_ev": 0.636,
  "smiles": "C[C@H](CS)NC=O",
  "orbital_gap_ev": 9.89,
  "symbols": ["O", "C", "N", "C", "C", "S", "C", "H", "H", "H", "H", "H", "H", "H", "H", "H"],
  "coordinates": [[-1.83429, 1.50974, 1.75003], [-1.60611, 1.48654, 0.52605], [-0.65041, 0.76019, -0.07355], [0.11728, -0.13210, 0.71230], [0.63455, -1.38866, -0.14829], [0.78105, -1.17170, -2.01371], [1.28583, 0.53814, 1.46547], [-2.15307, 2.16510, -0.06635], [-0.17243, 1.03376, -0.97268], [-0.28047, -0.77044, 1.61459], [1.46433, -1.87880, 0.21158], [-0.25517, -2.08792, -0.04237], [0.87762, -2.45786, -2.46577], [0.78807, 1.37962, 1.98193], [2.12399, 0.87658, 0.83439], [1.74816, 0.06433, 2.30559]]
}

--- C ---
{
  "formula": "C4H9NOS",
  "method": "ωB97M-V/def2-TZVPD",
  "homo_energy_ev": -8.809,
  "lumo_energy_ev": 1.035,
  "smiles": "C=NSCOCC",
  "orbital_gap_ev": 9.84,
  "symbols": ["C", "C", "C", "C", "H", "H", "H", "H", "H", "H", "H", "H", "H", "N", "O", "S"],
  "coordinates": [[-2.75487, -0.19163, 0.25365], [-1.72101, 0.47041, -0.57646], [0.24048, -0.63993, 0.29079], [3.88883, 0.48667, -0.10656], [-2.51040, -0.12349, 1.32304], [-2.87269, -1.29357, 0.05325], [-3.75570, 0.34510, 0.16413], [-1.43807, 1.43233, -0.21976], [-2.10919, 0.66624, -1.62294], [-0.19360, -1.41056, 1.02326], [0.37987, 0.28767, 0.89367], [4.51552, 1.37161, 0.13438], [4.39876, -0.31810, -0.59750], [2.65000, 0.39948, 0.10472], [-0.58961, -0.41318, -0.80416], [1.87168, -1.06903, -0.31350]]
}

--- D ---
{
  "formula": "C4H9NOS",
  "method": "ωB97M-V/def2-TZVPD",
  "homo_energy_ev": -7.322,
  "lumo_energy_ev": 0.368,
  "smiles": "C=CN=S(C)(C)=O",
  "orbital_gap_ev": 7.69,
  "symbols": ["C", "C", "C", "C", "N", "O", "S", "H", "H", "H", "H", "H", "H", "H", "H", "H"],
  "coordinates": [[-3.24535, 0.34148, 0.05966], [-1.92726, 0.39065, -0.05394], [1.77212, -0.25765, -1.55127], [1.57266, -0.68769, 1.38941], [-0.98814, -0.60233, -0.19830], [0.86443, 1.63136, 0.10516], [0.76545, 0.20587, -0.05134], [-3.73959, 1.26056, 0.32289], [-3.92252, -0.49742, 0.25229], [-1.44366, 1.40662, -0.12899], [2.48169, 0.51787, -1.57584], [2.20785, -1.19969, -1.41773], [0.91460, -0.27856, -2.24135], [0.96244, -1.53386, 1.45031], [2.55232, -0.63977, 1.53863], [1.17296, -0.05743, 2.10039]]
}

Stability summary - winner: B; margin: 0.776 eV.